7
Properties=species:S:1:pos:R:3:nbo_charge:R:1 method="wB97M-V/def2-TZVPD" homo_ev="-9.3 / -9.2" multiplicity=1 charge=0 energy_ev=-30855.5910 homo_lumo_gap_ha="0.2602 / 0.2441"
C -1.15213 0.10167 0.17545 -0.665
S 0.08926 -1.23840 -0.36386 0.206
S 1.83854 -0.99789 0.55434 -0.070
I 3.01748 1.39341 -1.08659 -0.149
H -0.62735 1.00127 -0.15275 0.243
H -1.20429 -0.03763 1.18355 0.220
H -1.96152 -0.22243 -0.31014 0.214



8
Properties=species:S:1:pos:R:3:nbo_charge:R:1 method="wB97M-V/def2-TZVPD" homo_ev=-8.7 smiles=CSSSI multiplicity=1 charge=0 energy_ev=-41691.7053 homo_lumo_gap_ha=0.2874
C -0.42019 -1.16137 0.25479 -0.768
S 0.56936 -0.66359 -1.19747 0.177
S 1.92085 0.53329 -0.41160 0.006
S 1.11922 2.75660 -0.60477 -0.186
I -1.02858 2.56306 0.25942 0.089
H 0.00981 -1.36865 1.16586 0.229
H -0.92123 -2.12283 -0.00209 0.227
H -1.24924 -0.53650 0.53586 0.226